ORCA calculation (wB97M-V/def2-TZVPD) on an isolated molecule of C15H16BBrN2OS in a non-equilibrium geometry.

CARTESIAN COORDINATES (ANGSTROEM)
C1 5.1086 0.6176 0.7215
C2 4.4095 0.4625 -0.6237
Br1 5.7499 0.6339 -2.0453
C3 3.6703 -0.8710 -0.7674
C4 2.1721 -0.7988 -0.5697
C5 1.3786 -1.8276 -1.0753
C6 0.0083 -1.8000 -0.9422
C7 -0.6242 -0.7574 -0.2760
C8 0.1596 0.2642 0.2403
C9 1.5402 0.2436 0.0935
S1 -0.5712 1.5977 1.1241
C10 -2.1556 1.6252 0.3520
C11 -2.8513 2.8292 0.3135
C12 -4.1107 2.8863 -0.2590
C13 -4.6593 1.7421 -0.8247
C14 -3.9609 0.5467 -0.7957
C15 -2.7126 0.4708 -0.1904
N1 -2.0416 -0.7978 -0.1150
B1 -2.5271 -1.6552 0.9633
N2 -1.6385 -2.4526 1.8201
O1 -3.8972 -1.7183 1.1330
H1 6.0572 0.0832 0.7140
H2 5.3027 1.6685 0.9352
H3 4.4652 0.2159 1.5072
H4 3.7403 1.3015 -0.7926
H5 3.8424 -1.2525 -1.7740
H6 4.1166 -1.5981 -0.0837
H7 1.8395 -2.6619 -1.5912
H8 -0.5867 -2.6086 -1.3483
H9 2.1172 1.0588 0.5154
H10 -2.3963 3.7087 0.7513
H11 -4.6514 3.8237 -0.2654
H12 -5.6414 1.7855 -1.2784
H13 -4.3991 -0.3385 -1.2345
H14 -0.9890 -1.8771 2.3446
H15 -1.0971 -3.1472 1.3225
H16 -4.1673 -1.4030 2.0013

Values from the calculation:
HOMO: -0.296 Eh
LUMO level: 0.46 eV
M: 363.089 u
DFT total energy: -3763.1258 Eh
SMILES: C[C@@H](Br)Cc1ccc2c(c1)Sc1ccccc1N2B(N)O

Atomic partial charges in e from the natural (NBO) method, atoms 1 to 5: number 1, C, carries -0.635; number 2, C, carries -0.203; number 3, Br, carries -0.032; number 4, C, carries -0.459; number 5, C, carries 0.000



ORCA calculation (wB97M-V/def2-TZVPD) on an isolated molecule of C22H29N3O3S in a non-equilibrium geometry.

CARTESIAN COORDINATES (ANGSTROEM)
C1 5.4977 3.2714 0.4698
C2 4.9904 1.8310 0.5673
C3 3.5087 1.7819 0.3312
C4 3.0028 1.6212 -0.9538
C5 1.6425 1.6118 -1.1821
C6 0.7565 1.7682 -0.1169
C7 -0.6703 1.7650 -0.3350
N1 -1.5947 1.8638 0.5768
C8 -2.7832 1.7950 -0.0942
C9 -4.0745 1.7821 0.6197
S1 -4.6481 0.0599 0.9116
C10 -3.2759 -0.5566 1.9277
C11 -2.0194 -0.9752 1.1763
O1 -0.9621 -1.0989 1.7601
N2 -2.1818 -1.2272 -0.1339
C12 -1.0737 -1.6361 -0.9642
C13 -0.8991 -3.1579 -0.9900
C14 0.5347 -3.5416 -1.3672
N3 1.5020 -3.0183 -0.4421
C15 1.4866 -3.3487 0.9681
C16 2.8544 -2.8593 1.4478
C17 3.1368 -1.6859 0.5132
C18 2.3784 -2.0397 -0.7547
O2 2.5166 -1.5477 -1.8548
C19 -2.5244 1.6545 -1.4311
C20 -3.4008 1.5199 -2.6204
O3 -1.1774 1.6409 -1.5822
C21 1.2547 1.9223 1.1768
C22 2.6174 1.9314 1.3905
H1 5.0053 3.8968 1.2111
H2 5.2867 3.6795 -0.5159
H3 6.5712 3.3098 0.6398
H4 5.5022 1.2185 -0.1771
H5 5.2224 1.4348 1.5581
H6 3.6811 1.4852 -1.7822
H7 1.2600 1.4727 -2.1811
H8 -4.8687 2.2461 0.0375
H9 -3.9817 2.2609 1.5930
H10 -3.6651 -1.4266 2.4601
H11 -3.0089 0.2077 2.6575
H12 -3.1125 -1.1703 -0.5232
H13 -0.1768 -1.1806 -0.5340
H14 -1.2129 -1.2440 -1.9732
H15 -1.5926 -3.6129 -1.6988
H16 -1.1236 -3.5498 0.0039
H17 0.6213 -4.6344 -1.4037
H18 0.7924 -3.1305 -2.3471
H19 1.3433 -4.4237 1.1049
H20 0.6830 -2.8057 1.4804
H21 2.8398 -2.5695 2.4959
H22 3.6044 -3.6398 1.3091
H23 4.1928 -1.5203 0.3109
H24 2.7112 -0.7589 0.9024
H25 -3.7136 0.4840 -2.7584
H26 -4.2936 2.1292 -2.4987
H27 -2.8612 1.8386 -3.5087
H28 0.5565 2.0240 1.9917
H29 3.0010 2.0482 2.3943

Values from the calculation:
HOMO: -0.290 Eh
LUMO level: 0.55 eV
relative energy (zero: lowest compared OMol25 entry of this formula, charge and spin): 15.54 kcal per mole
M: 415.559 u
DFT total energy: -1643.9773 Eh
SMILES: CCc1ccc(-c2nc(CSCC(=O)NCCCN3CCCC3=O)c(C)o2)cc1

Atomic partial charges in e from the natural (NBO) method, atoms 1 to 5: number 1, C, carries -0.595; number 2, C, carries -0.411; number 3, C, carries 0.007; number 4, C, carries -0.214; number 5, C, carries -0.172



ORCA calculation (wB97M-V/def2-TZVPD) on an isolated molecule of C4H5NO2.

CARTESIAN COORDINATES (ANGSTROEM)
C1 -1.3737 0.5088 1.5129
O1 -0.2600 1.3081 1.1946
N1 1.0317 0.5659 1.2385
C2 0.9373 0.3547 0.0221
C3 0.7009 0.0915 -1.2497
C4 1.0686 -1.2438 -1.7211
O2 1.5835 -2.0906 -1.0208
H1 -1.4696 -0.3535 0.8380
H2 -1.2988 0.1864 2.5510
H3 -2.2171 1.1850 1.3578
H4 0.3796 0.8831 -1.9186
H5 0.9175 -1.3956 -2.8047

Values from the calculation:
HOMO: -0.357 Eh
LUMO level: -0.44 eV
relative energy (zero: lowest compared OMol25 entry of this formula, charge and spin): 119.46 kcal per mole
M: 99.089 u
DFT total energy: -360.4790 Eh
SMILES: CON=C=CC=O

Atomic partial charges in e from the natural (NBO) method, atoms 1 to 5: number 1, C, carries -0.267; number 2, O, carries -0.366; number 3, N, carries -0.190; number 4, C, carries 0.554; number 5, C, carries -0.561



ORCA calculation (wB97M-V/def2-TZVPD) on a cluster of 2 separate species, C4H8N2O in total in a non-equilibrium geometry.

CARTESIAN COORDINATES (ANGSTROEM)
C1 2.6746 0.6572 -0.3676
C2 1.3766 -0.0853 -0.5248
O1 0.9174 -0.4637 -1.5698
C3 0.7600 -0.3300 0.8121
N1 0.6374 -0.4469 1.9607
H1 3.3175 0.1010 0.3221
H2 3.1574 0.7755 -1.3378
H3 2.4796 1.6331 0.0901
C4 -2.4917 0.2191 0.1671
N2 -1.4893 -0.8103 -0.0545
H4 -2.5098 0.8967 -0.6924
H5 -2.2070 0.8057 1.0479
H6 -3.5107 -0.1637 0.3258
H7 -1.6545 -1.3327 -0.9062
H8 -1.4575 -1.4556 0.7273

Values from the calculation:
HOMO: -0.338 Eh
LUMO level: 0.18 eV
relative energy (zero: lowest compared OMol25 entry of this formula, charge and spin): 52.40 kcal per mole
M: 100.121 u
DFT total energy: -341.9201 Eh
SMILES: CC(=O)C#N.CN

Atomic partial charges in e from the natural (NBO) method, atoms 1 to 5: number 1, C, carries -0.699; number 2, C, carries 0.509; number 3, O, carries -0.467; number 4, C, carries 0.198; number 5, N, carries -0.324



ORCA calculation (wB97M-V/def2-TZVPD) on a cluster of 2 separate species, C7H16F3O5SSi in total in a non-equilibrium geometry.

CARTESIAN COORDINATES (ANGSTROEM)
O1 5.9187 -2.7382 0.9164
S1 4.7051 -2.4758 0.2338
O2 4.6161 -2.9475 -1.0898
O3 4.4217 -0.9202 0.1662
C1 3.3560 -3.0832 1.2246
C2 2.1767 -3.5589 0.3773
C3 0.8357 -3.1849 1.0390
Si1 0.2343 -1.5085 0.3763
H1 4.4058 -0.5729 1.0814
H2 3.0531 -2.3134 1.9207
H3 3.7455 -3.9136 1.7917
H4 2.2487 -4.6343 0.2822
H5 2.2172 -3.1289 -0.6120
H6 0.8890 -3.2020 2.1205
H7 0.0959 -3.8985 0.6979
H8 -1.0590 -1.1995 0.9958
H9 1.2516 -0.4590 0.6130
H10 0.0802 -1.7098 -1.0785
C4 -2.3613 4.6454 -0.1095
C5 -3.6242 4.2804 -0.8863
O4 -3.4767 3.2661 -1.8450
C6 -3.5733 1.8656 -1.3886
O5 -4.5747 1.6018 -0.6190
C7 -2.2300 1.3942 -0.7509
F1 -1.1172 1.8879 -1.3763
F2 -2.1197 0.0419 -0.8580
F3 -2.0709 1.6672 0.5597
H11 -1.4925 4.6515 -0.7687
H12 -2.4728 5.6379 0.3392
H13 -2.1664 3.9470 0.6999
H14 -3.9204 5.1638 -1.4646
H15 -4.4551 4.0555 -0.2094
H16 -3.5369 1.3430 -2.3793

Values from the calculation:
net charge: -1
HOMO: -0.137 Eh
LUMO level: 2.05 eV
M: 297.347 u
DFT total energy: -1639.8029 Eh

Atomic partial charges in e from the natural (NBO) method, atoms 1 to 5: number 1, O, carries -0.953; number 2, S, carries 2.396; number 3, O, carries -0.934; number 4, O, carries -0.870; number 5, C, carries -0.685